# 1
{"formula": "C32H36N2S", "method": "ωB97M-V/def2-TZVPD", "smiles": "Cc1ccc(SC(c2cc3c4c(c2)CCCN4CCC3)c2cc3c4c(c2)CCCN4CCC3)cc1", "total_energy_ev": -47584.5883, "homo_ev": -6.78, "homo_lumo_gap_ev": 7.6, "elements": ["C", "C", "C", "C", "C", "S", "C", "C", "C", "C", "C", "C", "C", "C", "C", "C", "N", "C", "C", "C", "C", "C", "C", "C", "C", "C", "C", "C", "C", "N", "C", "C", "C", "C", "C", "H", "H", "H", "H", "H", "H", "H", "H", "H", "H", "H", "H", "H", "H", "H", "H", "H", "H", "H", "H", "H", "H", "H", "H", "H", "H", "H", "H", "H", "H", "H", "H", "H", "H", "H", "H"], "coordinates": [[6.03702, -1.39564, -4.00103], [5.10366, -0.78419, -2.99010], [4.26031, 0.27624, -3.34615], [3.24692, 0.70473, -2.48632], [3.08247, 0.07361, -1.23772], [1.83377, 0.57593, -0.10857], [0.38358, -0.44991, -0.56009], [-0.68052, 0.51291, -1.09338], [-0.95473, 0.61019, -2.46514], [-1.77906, 1.61664, -2.96993], [-2.43151, 2.49931, -2.06648], [-2.24289, 2.32605, -0.66973], [-1.28879, 1.41817, -0.22597], [-2.93980, 3.19480, 0.31863], [-4.07102, 4.01495, -0.30408], [-3.60970, 4.60263, -1.62738], [-3.15347, 3.56694, -2.52954], [-3.01855, 4.01558, -3.89836], [-2.96528, 2.83594, -4.85090], [-1.89078, 1.82534, -4.44135], [0.02023, -1.29510, 0.66738], [0.81408, -2.40963, 0.98053], [0.76768, -2.99679, 2.23960], [-0.04877, -2.41206, 3.25434], [-0.93113, -1.35746, 2.90144], [-1.00583, -0.96868, 1.56355], [-1.72836, -0.65887, 3.95709], [-1.12637, -0.83541, 5.35765], [-0.79124, -2.29727, 5.59504], [0.07098, -2.81455, 4.55672], [0.70668, -4.06508, 4.90368], [1.93056, -4.32057, 4.04543], [1.61014, -4.18598, 2.55488], [4.04186, -0.86058, -0.80753], [5.03862, -1.28228, -1.68319], [6.57943, -2.23262, -3.54595], [5.45537, -1.78068, -4.85127], [6.76719, -0.67505, -4.39556], [4.41137, 0.76552, -4.31032], [2.59376, 1.53987, -2.73706], [0.74871, -1.09515, -1.36514], [-0.49356, -0.11377, -3.14146], [-1.04717, 1.41970, 0.83792], [-2.19834, 3.87455, 0.76956], [-3.33253, 2.57695, 1.13640], [-4.36379, 4.82127, 0.37655], [-4.94398, 3.36840, -0.46662], [-2.79824, 5.33171, -1.43738], [-4.42995, 5.13989, -2.12056], [-3.88004, 4.66176, -4.11729], [-2.10263, 4.62805, -4.00836], [-3.94249, 2.33951, -4.86475], [-2.76314, 3.20774, -5.85871], [-0.91553, 2.17578, -4.81462], [-2.08533, 0.86578, -4.93362], [1.48988, -2.80928, 0.22147], [-1.86325, -0.36768, 1.26028], [-2.76620, -1.03308, 3.95447], [-1.78168, 0.41217, 3.72379], [-1.83267, -0.49328, 6.12223], [-0.21627, -0.22407, 5.44248], [-1.72694, -2.88480, 5.64649], [-0.27812, -2.42314, 6.55751], [-0.01258, -4.89584, 4.78215], [0.97895, -4.01900, 5.96662], [2.71606, -3.60300, 4.31138], [2.31022, -5.32257, 4.25929], [2.54545, -4.11043, 1.99204], [1.10459, -5.10442, 2.21392], [3.99633, -1.21320, 0.22153], [5.78638, -2.00752, -1.36042]], "forces_ev_per_angstrom": [[0.15, 0.00, -0.02], [-0.16, 0.19, 0.25], [-0.19, -0.08, 0.15], [0.21, -0.36, 0.32], [0.84, -0.05, -0.25], [0.27, 0.58, 0.54], [-0.93, -0.20, -0.31], [0.34, -0.37, -0.06], [-0.16, -0.02, 0.68], [-0.09, 0.20, 1.05], [1.08, -0.73, 0.42], [0.65, -0.26, -0.89], [-0.48, -0.01, -0.26], [-0.12, 0.58, 0.50], [0.05, -0.16, 0.11], [0.15, -0.02, 0.24], [-1.25, 0.62, -0.45], [0.27, -0.14, 0.08], [-0.13, -0.18, -0.05], [0.16, 0.15, -0.71], [-0.51, -0.43, -0.45], [-0.19, 0.52, 0.39], [-0.69, 0.58, 0.18], [0.16, 0.70, -1.23], [0.59, -1.20, -0.31], [0.53, 0.27, 0.20], [-0.74, 0.12, 0.31], [0.01, 0.09, -0.24], [-0.30, 0.08, -0.09], [0.41, -0.13, 1.22], [-0.14, -0.17, -0.28], [0.20, 0.11, -0.06], [0.25, -0.62, 0.07], [-0.19, 0.32, -0.37], [-0.09, 0.02, -0.19], [-0.04, 0.17, -0.20], [0.22, 0.07, 0.20], [-0.18, -0.15, 0.11], [-0.18, -0.16, 0.18], [0.10, -0.27, -0.05], [-0.17, 0.04, 0.05], [-0.06, 0.28, 0.04], [-0.02, 0.03, -0.35], [-0.21, -0.09, -0.03], [0.07, 0.12, -0.09], [-0.05, -0.12, -0.11], [0.13, 0.17, -0.05], [-0.13, -0.03, -0.02], [0.16, -0.07, 0.12], [0.24, -0.15, -0.06], [-0.13, -0.04, -0.04], [0.07, 0.12, 0.03], [-0.08, -0.11, 0.02], [-0.17, -0.10, 0.03], [0.07, 0.11, -0.01], [0.04, 0.17, 0.26], [0.56, 0.22, 0.14], [0.18, 0.11, 0.07], [-0.05, -0.19, 0.00], [0.13, -0.01, -0.12], [-0.15, -0.19, 0.00], [0.06, 0.08, 0.05], [-0.10, 0.03, -0.18], [0.11, 0.00, 0.07], [-0.02, -0.06, -0.24], [-0.13, -0.06, 0.02], [0.06, 0.07, -0.01], [-0.07, -0.15, 0.01], [0.09, 0.19, 0.04], [-0.03, -0.07, -0.27], [-0.25, 0.06, -0.06]], "lowdin_charge": [-0.06, -0.28, -0.05, -0.08, -0.55, 1.00, -0.44, -0.25, 0.01, -0.15, -0.11, -0.14, -0.04, -0.15, -0.17, -0.18, -0.10, -0.17, -0.17, -0.15, -0.24, -0.01, -0.15, -0.11, -0.14, -0.01, -0.15, -0.17, -0.18, -0.10, -0.18, -0.17, -0.15, -0.10, -0.05, 0.07, 0.08, 0.08, 0.11, 0.10, 0.11, 0.12, 0.12, 0.13, 0.12, 0.11, 0.12, 0.13, 0.12, 0.12, 0.13, 0.12, 0.11, 0.12, 0.12, 0.12, 0.11, 0.12, 0.11, 0.11, 0.12, 0.13, 0.12, 0.13, 0.12, 0.12, 0.11, 0.11, 0.12, 0.10, 0.11]}


# 2
{"formula": "C32H37Cl4N8O8PV", "method": "ωB97M-V/def2-TZVPD", "de_lowest_kj_mol": 43.2, "total_energy_ev": -147159.3118, "homo_ev": [-6.91, -7.47], "s2": 3.76, "homo_lumo_gap_ev": [6.4, 6.8], "multiplicity": 4, "elements": ["V", "N", "C", "N", "C", "N", "N", "C", "N", "C", "C", "C", "C", "C", "N", "H", "H", "H", "H", "H", "H", "H", "H", "Cl", "C", "Cl", "Cl", "C", "O", "O", "C", "C", "C", "C", "Cl", "C", "C", "C", "O", "C", "C", "O", "O", "H", "H", "H", "H", "H", "H", "H", "H", "N", "C", "N", "C", "C", "C", "C", "C", "C", "H", "H", "H", "H", "H", "H", "C", "C", "O", "P", "O", "C", "C", "O", "C", "C", "H", "H", "H", "H", "H", "H", "H", "H", "H", "H", "H", "H", "H", "H", "H"], "coordinates": [[-0.18319, 0.44400, 0.83951], [-1.06888, 3.74179, 0.82792], [-1.99925, 2.96620, 0.22617], [-3.04509, 3.55209, -0.34505], [-3.88594, 2.72389, -0.96160], [-4.97686, 3.26362, -1.53878], [-3.75382, 1.38952, -1.03949], [-2.72924, 0.89970, -0.37734], [-1.82125, 1.62780, 0.29606], [-2.62491, -0.56576, -0.17251], [-3.55102, -1.45495, -0.68489], [-3.52574, -2.76876, -0.25600], [-2.59372, -3.13463, 0.70038], [-1.68362, -2.19855, 1.14282], [-1.66179, -0.93306, 0.69697], [-1.19168, 4.72638, 0.65061], [-0.11627, 3.39443, 0.73106], [-5.02502, 4.26261, -1.62406], [-5.53091, 2.68276, -2.14153], [-4.27413, -1.08960, -1.40020], [-4.23468, -3.48967, -0.64062], [-2.55045, -4.14212, 1.09017], [-0.93742, -2.45121, 1.88245], [1.80498, 2.52282, 2.46951], [3.20785, 1.48930, 2.02386], [4.54882, 2.52464, 1.56848], [3.65226, 0.53663, 3.46879], [2.85725, 0.43655, 0.88763], [3.70289, 0.25354, 0.04702], [1.75604, -0.19580, 1.06228], [3.47574, -1.38243, -4.04060], [4.10068, -0.16726, -3.41449], [5.45570, -0.10536, -3.14081], [6.00062, 1.01312, -2.52621], [7.71842, 1.06023, -2.20267], [5.20623, 2.07623, -2.16301], [3.84299, 2.03018, -2.43058], [3.30177, 0.92597, -3.06543], [1.98339, 0.80922, -3.42457], [1.06352, 1.75232, -2.90635], [0.74318, 1.46736, -1.44627], [1.02695, 2.30579, -0.55956], [0.13984, 0.38258, -1.19547], [4.24080, -2.10261, -4.32995], [2.89056, -1.11191, -4.92111], [2.79059, -1.85784, -3.33486], [6.09599, -0.94032, -3.39847], [5.63560, 2.93307, -1.66265], [3.22179, 2.85104, -2.10399], [0.15554, 1.61331, -3.49112], [1.41093, 2.77910, -3.01921], [-0.94362, 1.06284, 5.02828], [-1.07980, 1.28008, 3.69904], [-0.46997, 0.38415, 2.97281], [0.12182, -0.49410, 3.88506], [0.91357, -1.62166, 3.66589], [1.36466, -2.30421, 4.77440], [1.06006, -1.87482, 6.08031], [0.29655, -0.74881, 6.30768], [-0.16814, -0.07675, 5.18009], [-1.30918, 1.64572, 5.75927], [-1.62021, 2.12500, 3.29843], [1.19180, -1.91285, 2.66032], [1.98212, -3.18329, 4.64102], [1.44353, -2.43356, 6.92398], [0.08101, -0.40166, 7.30993], [0.80491, -6.51141, 0.82727], [0.91741, -5.01059, 0.96232], [0.43745, -4.40633, -0.23195], [0.90592, -2.82530, -0.50393], [2.37945, -3.07588, -1.14172], [3.56715, -2.87098, -0.35650], [4.42428, -4.11510, -0.40433], [0.05065, -2.62181, -1.84884], [0.11955, -3.48364, -2.99524], [-1.07630, -4.41125, -3.03634], [1.16976, -7.00788, 1.72852], [1.39200, -6.85549, -0.02493], [-0.23454, -6.80099, 0.66467], [1.95991, -4.73031, 1.14876], [0.32618, -4.66116, 1.81935], [3.29719, -2.60984, 0.67196], [4.09447, -2.01544, -0.77315], [3.93009, -4.96776, 0.06637], [5.36655, -3.93187, 0.11645], [4.64722, -4.37914, -1.43908], [1.05598, -4.04286, -2.98200], [0.12676, -2.82306, -3.86276], [-1.06446, -5.08228, -2.17825], [-1.05561, -5.00479, -3.95313], [-2.00281, -3.83370, -3.01394]], "forces_ev_per_angstrom": [[1.41, 0.49, 0.16], [-0.05, -0.01, -0.06], [0.12, -0.03, 0.13], [0.01, -0.02, -0.01], [-0.05, 0.06, -0.02], [0.08, -0.04, -0.04], [-0.11, -0.18, -0.13], [-0.01, 0.19, 0.37], [-0.66, 0.20, -0.38], [0.04, 0.04, 0.24], [-0.08, 0.15, -0.19], [0.02, -0.02, -0.01], [-0.07, -0.14, 0.00], [0.12, 0.37, 0.03], [-0.96, -1.00, -0.40], [0.05, 0.01, -0.02], [0.02, -0.02, 0.04], [-0.01, 0.01, 0.00], [-0.02, 0.00, 0.02], [-0.04, -0.02, 0.05], [0.01, 0.01, -0.02], [0.01, 0.01, -0.01], [0.06, -0.01, -0.04], [0.26, -0.07, -0.04], [-0.15, -0.02, 0.10], [-0.03, 0.02, -0.01], [0.01, 0.04, -0.06], [-0.41, -0.42, 0.17], [0.11, 0.02, -0.07], [0.54, 0.57, 0.30], [-0.04, 0.07, 0.02], [0.02, -0.08, -0.03], [0.03, -0.01, 0.03], [0.06, -0.02, -0.01], [-0.09, -0.01, 0.00], [-0.02, 0.03, -0.01], [0.05, 0.05, -0.01], [-0.06, 0.01, -0.05], [-0.03, 0.06, 0.01], [0.16, -0.12, -0.06], [-0.27, -0.08, 0.17], [-0.13, -0.08, 0.06], [0.11, 0.13, -0.39], [-0.01, 0.00, 0.01], [0.03, -0.01, -0.01], [0.02, -0.01, -0.01], [-0.01, 0.02, -0.01], [-0.01, -0.01, 0.01], [0.00, -0.02, 0.03], [-0.04, 0.00, 0.02], [0.05, 0.01, -0.05], [0.07, -0.08, 0.04], [-0.05, 0.02, -0.04], [0.03, 0.03, 0.39], [0.03, 0.03, -0.24], [0.00, -0.05, -0.05], [-0.03, -0.01, 0.11], [0.02, 0.00, -0.09], [0.00, 0.00, -0.01], [-0.10, 0.15, 0.16], [-0.01, 0.01, 0.00], [0.01, -0.01, 0.02], [-0.01, 0.02, -0.01], [0.01, 0.02, 0.01], [0.01, 0.00, -0.01], [-0.02, -0.03, -0.01], [0.00, -0.04, -0.03], [-0.03, 0.03, 0.00], [0.03, -0.09, 0.02], [-0.08, -0.24, -0.18], [0.05, -0.05, -0.02], [0.01, 0.06, -0.05], [0.02, -0.03, 0.02], [-0.03, 0.05, 0.11], [0.02, -0.01, 0.05], [-0.01, 0.01, 0.04], [-0.02, 0.01, -0.01], [0.00, 0.00, 0.02], [0.02, -0.01, 0.00], [0.00, 0.01, 0.00], [0.02, 0.03, 0.01], [-0.02, 0.03, -0.01], [-0.02, 0.06, 0.00], [0.00, 0.01, -0.02], [-0.02, -0.01, -0.02], [0.01, 0.00, 0.02], [-0.01, -0.01, 0.00], [0.04, 0.01, -0.01], [0.00, 0.00, -0.02], [-0.02, 0.01, 0.01], [0.02, -0.01, -0.03]], "lowdin_spin": [2.65, 0.01, 0.01, 0.00, 0.01, 0.01, 0.01, 0.02, 0.01, 0.03, 0.00, 0.03, 0.00, 0.03, 0.01, 0.00, 0.00, 0.00, 0.00, 0.00, 0.00, 0.00, 0.00, 0.01, 0.00, 0.00, 0.00, 0.01, 0.01, 0.03, 0.00, 0.00, 0.00, 0.00, 0.00, 0.00, 0.00, 0.00, 0.00, 0.00, 0.01, 0.02, 0.01, 0.00, 0.00, 0.00, 0.00, 0.00, 0.00, 0.00, 0.00, 0.01, 0.02, 0.02, 0.01, 0.00, 0.00, 0.00, 0.00, 0.00, 0.00, 0.00, 0.00, 0.00, 0.00, 0.00, 0.00, 0.00, 0.00, 0.00, 0.00, 0.00, 0.00, 0.00, 0.00, 0.00, 0.00, 0.00, 0.00, 0.00, 0.00, 0.00, 0.00, 0.00, 0.00, 0.00, 0.00, 0.00, 0.00, 0.00, 0.00]}